Entry from OMol25: a single C9H9N3O3 molecule (the ωB97M-V functional and the def2-TZVPD basis).

```
24
C9H9N3O3, DFT the ωB97M-V functional and the def2-TZVPD basis
N -0.80860 0.40064 1.46120
N -0.97078 -1.15803 -0.32805
O 0.57346 2.13710 1.74586
H 2.37858 -1.32099 1.14581
H 3.84517 -0.85631 0.26611
C 0.51562 1.17032 -1.50560
O -1.70995 -2.26785 -0.57225
H -1.21355 0.65035 2.35608
C 0.22894 1.20875 1.05203
H -2.83252 -1.43837 2.35680
C 2.08693 0.11317 -0.38326
C -1.33037 -0.71061 0.85219
C 2.91419 -0.49018 0.68772
H -0.39490 2.30821 -3.03379
H -1.49047 1.22631 -2.16469
N 2.39074 0.02976 -1.64788
C 0.86962 0.84203 -0.22386
H -0.93108 2.71414 -1.38624
C -2.34297 -1.54558 1.41277
H -3.16512 -3.35144 0.39495
C -2.52199 -2.49675 0.45913
H 3.12232 0.25008 1.45820
C -0.64619 1.90661 -2.05584
O 1.43291 0.67866 -2.34740
```

As for the HOMO-LUMO gap: 9.855 eV. The LUMO energy comes out at 0.61 eV. The SMILES is Cc1noc(C)c1C(=O)Nc1ccon1. As for the total charge: 0. As for the strongest force on any atom: 0.02657 hartree/bohr. The energy above the lowest of the compared OMol25 structures with the same formula, charge and spin is 67.62 kcal/mol.